No. 1
Formula: C18H40F12N5O13S4
Source: the OMol25 dataset
Level of theory: ωB97M-V/def2-TZVPD

LUMO level = 1.94 eV
gap between HOMO and LUMO = 9.1 eV
DFT total energy = -129330.9584 eV
HOMO level = -7.2 eV

ORCA input file:
```
! RIJCOSX wB97M-V def2-TZVPD def2/J DEFGRID3
* xyz -1 1
O 0.0447 -0.7742 1.9499
H -0.5598 -0.0989 1.4840
H -0.5179 -1.6234 2.2890
H 0.5493 -0.3164 2.7494
C -0.5246 1.9142 4.6872
F -0.0187 3.1210 4.4323
F -1.4183 2.0409 5.6790
F -1.1288 1.4376 3.6180
S 0.8435 0.7848 5.2639
O 1.6312 1.5354 6.1753
O 0.2116 -0.3650 5.8141
N 1.5504 0.3730 3.7889
S 3.1225 0.5865 4.0122
O 3.4829 1.9685 4.1187
O 3.6768 -0.3019 4.9863
C 3.8203 -0.1062 2.4276
F 3.2402 0.4270 1.3341
F 5.1227 0.1457 2.3809
F 3.6273 -1.4120 2.3941
C -3.8716 -3.1151 2.4336
F -3.6220 -4.3807 2.0827
F -3.7546 -2.3766 1.3127
F -5.0762 -3.0200 2.9155
S -2.5803 -2.5509 3.6457
O -2.6576 -1.1203 3.6389
O -2.8320 -3.2051 4.8710
N -1.2103 -2.9378 2.8067
S -0.4895 -4.1750 3.5304
O 0.3420 -3.7836 4.6175
O -1.3275 -5.3269 3.7095
C 0.6806 -4.7332 2.2131
F 1.4694 -3.7058 1.8521
F 1.4868 -5.6537 2.7314
F 0.0613 -5.2581 1.1624
C -3.5529 0.5220 0.6794
C -2.4157 0.0468 -0.2143
C -2.7760 0.2229 -1.6892
O -4.0049 -0.3603 -2.0402
C -3.9165 -1.7617 -2.2503
N -1.1893 0.7991 0.1477
H -4.4121 -0.1483 0.6489
H -3.9592 1.4974 0.3857
H -3.2297 0.5650 1.7199
H -2.2593 -1.0123 0.0264
H -1.9642 -0.1251 -2.3437
H -2.8794 1.3071 -1.8261
H -3.5457 -2.3102 -1.3706
H -3.2703 -1.9765 -3.1119
H -4.9168 -2.1659 -2.4029
H -0.4131 0.5204 -0.4683
H -1.3664 1.7842 -0.0398
C 2.6355 4.2393 -2.2715
C 2.5602 2.8689 -1.5871
C 1.3400 2.7613 -0.6991
O 1.3278 3.6764 0.3571
C 2.1180 3.3257 1.5078
N 2.5058 1.7772 -2.6296
H 1.7012 4.5257 -2.7608
H 3.4299 4.3401 -3.0125
H 2.8313 4.9620 -1.4662
H 3.4596 2.6713 -0.9984
H 1.2636 1.7408 -0.2944
H 0.4243 2.9290 -1.2782
H 1.8757 4.0806 2.2486
H 3.1751 3.3241 1.2300
H 1.8402 2.3488 1.9023
H 1.6545 1.9317 -3.1705
H 3.2902 1.9917 -3.2347
C 2.3100 -2.5473 -4.3918
O 1.2730 -2.5282 -3.4371
C 1.6800 -1.9663 -2.1832
C 0.4834 -1.3194 -1.5058
N 0.0943 -0.0283 -2.0483
C -0.4866 -0.1486 -3.3870
C -1.1870 1.1379 -3.8360
O -0.2445 2.0417 -4.3655
C -0.8185 3.1943 -4.9641
H 1.9069 -2.9524 -5.3186
H 3.2138 -3.0697 -4.0623
H 2.6087 -1.5095 -4.6339
H 2.4593 -1.2054 -2.3315
H 2.0690 -2.7714 -1.5525
H 0.6426 -1.2885 -0.4282
H -0.3619 -2.0147 -1.6084
H 0.9836 0.4715 -2.1982
H -1.1701 -0.9846 -3.5166
H 0.3235 -0.2864 -4.1181
H -1.7300 1.6023 -2.9973
H -1.9669 0.7932 -4.5370
H -1.7310 2.9501 -5.5124
H -0.0764 3.5776 -5.6643
H -1.0103 3.9592 -4.2037
*
```

Mulliken atomic charges, in units of e: number 1, O, carries 0.5181; number 2, H, carries 0.1037; number 3, H, carries 0.3734; number 4, H, carries 0.4346; number 5, C, carries 0.6480; number 6, F, carries -0.2433; number 7, F, carries -0.2356; number 8, F, carries -0.1959; number 9, S, carries 1.0249; number 10, O, carries -0.6372; number 11, O, carries -0.6447; number 12, N, carries -0.6099; number 13, S, carries 0.9166; number 14, O, carries -0.6319; number 15, O, carries -0.6668; number 16, C, carries 0.6067; number 17, F, carries -0.2146; number 18, F, carries -0.2367; number 19, F, carries -0.2288; number 20, C, carries 0.5913; number 21, F, carries -0.2475; number 22, F, carries -0.1888; number 23, F, carries -0.2032; number 24, S, carries 0.7113; number 25, O, carries -0.5258; number 26, O, carries -0.5878; number 27, N, carries -0.3901; number 28, S, carries 0.8859; number 29, O, carries -0.6202; number 30, O, carries -0.6427; number 31, C, carries 0.6112; number 32, F, carries -0.1774; number 33, F, carries -0.2294; number 34, F, carries -0.2287; number 35, C, carries -1.7264; number 36, C, carries 1.3250; number 37, C, carries -0.1437; number 38, O, carries -0.5341; number 39, C, carries -0.5906; number 40, N, carries -0.3974; number 41, H, carries 0.3463; number 42, H, carries 0.3856; number 43, H, carries 0.3062; number 44, H, carries 0.1110; number 45, H, carries -0.4741; number 46, H, carries 0.4863; number 47, H, carries 0.1621; number 48, H, carries 0.2759; number 49, H, carries 0.3110; number 50, H, carries -0.0340; number 51, H, carries 0.3293; number 52, C, carries -1.5061; number 53, C, carries 0.4319; number 54, C, carries 0.1382; number 55, O, carries -0.5584; number 56, C, carries 0.0283; number 57, N, carries -0.4220; number 58, H, carries 0.2648; number 59, H, carries 0.4275; number 60, H, carries 0.3570; number 61, H, carries 0.4163; number 62, H, carries -0.2401; number 63, H, carries 0.2155; number 64, H, carries 0.3599; number 65, H, carries 0.2507; number 66, H, carries -0.3046; number 67, H, carries -0.1901; number 68, H, carries 0.3735; number 69, C, carries -0.7355; number 70, O, carries -0.3896; number 71, C, carries -0.9652; number 72, C, carries 0.1957; number 73, N, carries 1.3197; number 74, C, carries -1.3472; number 75, C, carries -0.6485; number 76, O, carries -0.3192; number 77, C, carries -0.8768; number 78, H, carries 0.2776; number 79, H, carries 0.2998; number 80, H, carries 0.2676; number 81, H, carries 0.2959; number 82, H, carries 0.5633; number 83, H, carries -0.4287; number 84, H, carries 0.3851; number 85, H, carries -0.7156; number 86, H, carries 0.7642; number 87, H, carries 0.3121; number 88, H, carries 0.3527; number 89, H, carries 0.4657; number 90, H, carries 0.3581; number 91, H, carries 0.2609; number 92, H, carries 0.2882

***

No. 2
Formula: C18H40IrN5P3S
Source: the OMol25 dataset
Level of theory: ωB97M-V/def2-TZVPD

LUMO level (alpha / beta) = -11.79 / -16.18 eV
energy above the lowest of the compared OMol25 structures with the same formula, charge and spin = 54.4 kcal/mol
gap between HOMO and LUMO (alpha / beta) = 5.5 / 4.7 eV
DFT total energy = -68257.0258 eV
HOMO level (alpha / beta) = -17.3 / -20.9 eV
expectation value of S² = 8.783

ORCA input file:
```
! RIJCOSX wB97M-V def2-TZVPD def2/J DEFGRID3
* xyz 4 6
Ir 0.3676 -0.1151 -0.4573
P -1.4029 -0.0925 1.0072
P 1.5733 -1.2278 1.3390
P -1.1899 -0.1101 -2.1777
H 3.6471 -5.0561 -3.9838
C 3.3179 -4.3159 -4.7063
C 3.8892 -3.1024 -4.7305
H 4.8343 -2.9353 -4.1524
C -2.3958 -1.6063 1.2916
C -1.0170 0.5019 2.7016
C -2.6881 1.1757 0.6803
C 3.2447 -1.8764 1.0009
C 2.0464 0.0005 2.6447
C 0.7655 -2.5829 2.3039
C -0.5514 -0.6616 -3.7987
C -1.7467 1.5871 -2.4903
C -2.7345 -1.0649 -2.0095
H 2.6450 -4.6982 -5.4852
H 3.6409 -2.3293 -5.4735
H -3.1266 -1.3956 2.0848
H -1.7641 -2.4497 1.6008
H -2.9399 -1.9026 0.3898
H -1.9564 0.6762 3.2462
H -0.4673 1.4474 2.6474
H -0.4119 -0.2181 3.2650
H -3.3234 1.2598 1.5730
H -3.3018 0.9671 -0.2055
H -2.1865 2.1329 0.5314
H 3.7756 -2.0376 1.9577
H 3.7907 -1.1532 0.3921
H 3.1987 -2.8238 0.4466
H 1.7443 -0.3456 3.6459
H 1.5975 0.9817 2.4635
H 3.1422 0.1193 2.6283
H 1.5507 -3.1213 2.8550
H 0.2584 -3.2945 1.6385
H 0.0295 -2.2139 3.0329
H -1.4153 -0.7474 -4.4658
H -0.0590 -1.6284 -3.7158
H 0.1567 0.0667 -4.1894
H -2.7334 1.5586 -2.9695
H -1.0334 2.0679 -3.1860
H -1.7935 2.1930 -1.5906
H -3.1609 -1.0669 -3.0158
H -3.4636 -0.6191 -1.3219
H -2.5428 -2.0964 -1.7065
C 2.1956 -2.4366 -2.2157
C 1.1610 -3.3946 -2.1617
C 1.4649 -4.6611 -1.6465
C 2.7993 -5.0622 -1.4945
C 3.8355 -4.1370 -1.6716
C 3.5399 -2.8329 -2.0718
S 2.0200 -0.7099 -2.3008
H 0.8537 -1.6581 -0.5665
H 0.1428 -3.1063 -2.4671
H 0.6734 -5.3763 -1.3946
H 3.0374 -6.1235 -1.3139
H 4.8874 -4.4229 -1.5940
H 4.3170 -2.0891 -2.3048
N -0.3155 5.0861 0.6641
N 0.3336 3.9881 0.1209
N 1.6734 3.8434 0.3431
C 1.8361 2.5407 0.1095
N 0.6692 1.9139 -0.1504
N -0.3142 2.8506 -0.0994
H -1.2195 5.1845 0.2216
H 0.3099 5.8706 0.5615
H 2.7995 2.0105 0.1086
*
```

Mulliken atomic charges, in units of e: number 1, Ir, carries 1.4020; number 2, P, carries 0.4520; number 3, P, carries 0.4455; number 4, P, carries 0.9668; number 5, H, carries 0.3730; number 6, C, carries -0.2536; number 7, C, carries -0.1404; number 8, H, carries 0.3150; number 9, C, carries -1.3308; number 10, C, carries -1.1869; number 11, C, carries -1.0397; number 12, C, carries -1.3231; number 13, C, carries -1.3214; number 14, C, carries -1.3983; number 15, C, carries -1.4204; number 16, C, carries -1.1708; number 17, C, carries -1.6970; number 18, H, carries 0.3526; number 19, H, carries 0.3704; number 20, H, carries 0.4689; number 21, H, carries 0.2602; number 22, H, carries 0.4123; number 23, H, carries 0.5932; number 24, H, carries 0.3749; number 25, H, carries 0.2515; number 26, H, carries 0.5770; number 27, H, carries 0.3727; number 28, H, carries 0.1907; number 29, H, carries 0.6481; number 30, H, carries 0.3888; number 31, H, carries 0.2255; number 32, H, carries 0.4759; number 33, H, carries 0.3033; number 34, H, carries 0.4862; number 35, H, carries 0.4846; number 36, H, carries 0.3298; number 37, H, carries 0.4458; number 38, H, carries 0.5998; number 39, H, carries 0.2248; number 40, H, carries 0.4367; number 41, H, carries 0.4409; number 42, H, carries 0.4554; number 43, H, carries 0.2539; number 44, H, carries 0.6034; number 45, H, carries 0.4343; number 46, H, carries 0.3981; number 47, C, carries 1.8055; number 48, C, carries -0.2659; number 49, C, carries -0.7925; number 50, C, carries -0.4927; number 51, C, carries -0.9417; number 52, C, carries -1.4660; number 53, S, carries -0.0649; number 54, H, carries -0.1395; number 55, H, carries 0.4146; number 56, H, carries 0.5623; number 57, H, carries 0.5109; number 58, H, carries 0.3919; number 59, H, carries 0.7104; number 60, N, carries -0.5389; number 61, N, carries 0.7332; number 62, N, carries -0.6858; number 63, C, carries -0.3105; number 64, N, carries 0.1398; number 65, N, carries -0.2264; number 66, H, carries 0.2865; number 67, H, carries 0.3359; number 68, H, carries 0.5023